Here is a structure of composition C25H42AuCl3N4O3Si at a distorted geometry from the OMol25 dataset. Energies are from ωB97M-V/def2-TZVPD.

The maximum force is 3.723 eV/Å. The HOMO energy (spin up / spin down) is -7.155 / -8.277 eV. The calculation puts the gap between HOMO and LUMO (spin up / spin down) at 7.6013 / 6.8998 eV. As for the expectation value of S²: 2.040. The spin multiplicity is 3. As for the energy relative to the best compared isomer or geometry (same formula, charge and spin): 3.1 kcal/mol.

Positions of all 79 atoms, in Å:
C1 -0.24 -1.51 -4.41
C2 -1.01 -0.66 -3.44
H1 -0.37 -2.59 -4.20
H2 0.82 -1.23 -4.39
H3 -0.59 -1.25 -5.41
C3 -2.39 -0.47 -3.63
C4 -3.15 -0.97 -4.80
H4 -2.96 0.24 -3.02
H5 -2.67 -1.84 -5.26
H6 -3.27 -0.18 -5.57
H7 -4.16 -1.25 -4.48
Au1 1.06 -0.07 3.04
Cl1 1.95 2.19 -1.76
Cl2 2.38 -1.63 3.93
H8 4.60 1.67 5.57
H9 6.63 1.06 3.38
C5 4.07 0.96 4.90
C6 5.75 0.43 3.15
N1 4.50 1.06 3.53
H10 2.99 1.14 4.95
C7 3.98 2.08 2.76
O1 2.89 2.60 2.95
H11 5.74 0.24 2.07
H12 4.68 2.40 1.94
H13 4.28 -0.07 5.23
H14 5.84 -0.52 3.69
H15 -1.47 -3.49 -0.57
H16 -3.47 -2.10 -1.83
C8 -2.09 -3.43 0.34
C9 -3.96 -2.38 -0.89
N2 -3.01 -2.31 0.23
H17 -1.47 -3.28 1.23
C10 -3.38 -1.65 1.39
O2 -2.72 -1.67 2.42
H18 -4.78 -1.68 -0.69
H19 -4.33 -1.08 1.26
H20 -2.64 -4.38 0.43
H21 -4.36 -3.40 -1.00
O3 0.91 -0.48 -1.97
C11 -0.39 -0.05 -2.36
C12 -2.14 0.71 -0.87
C13 -1.08 1.08 -1.73
H22 -2.30 -0.37 -0.69
C14 -3.10 1.63 -0.40
H23 1.56 0.75 -1.82
C15 -1.03 2.45 -2.12
H24 -3.92 1.29 0.24
C16 -2.99 2.97 -0.78
C17 -2.02 3.35 -1.70
H25 -0.23 2.77 -2.79
H26 -3.65 3.73 -0.32
H27 -2.02 4.38 -2.10
Si1 2.03 -1.73 -1.54
Cl3 -0.48 -0.55 1.40
C18 1.59 -2.77 0.02
C19 3.24 -0.64 -0.54
C20 2.41 -3.00 -2.81
H28 0.62 -3.27 0.01
H29 1.68 -2.20 0.96
H30 2.37 -3.55 0.03
H31 1.58 -3.70 -2.95
H32 3.23 -3.60 -2.40
H33 2.74 -2.68 -3.80
H34 3.08 -0.87 0.54
H35 3.15 0.44 -0.67
H36 4.23 -0.99 -0.85
N3 -1.98 0.92 3.42
C21 -1.28 1.92 2.85
C22 -1.84 3.18 2.61
C23 -1.10 4.11 1.89
C24 0.10 3.73 1.27
C25 0.53 2.44 1.49
N4 0.02 1.75 2.53
H37 -2.93 1.15 3.68
H38 -1.95 -0.04 3.00
H39 -2.89 3.30 2.92
H40 -1.48 5.12 1.75
H41 0.70 4.35 0.60
H42 1.34 2.01 0.91